Record 1
Molecular formula: C2H9O2
Method: DFT, ωB97M-V/def2-TZVPD

Properties
Relative energy (zero: lowest compared OMol25 entry of this formula, charge and spin) ... 17.60 kcal/mol
Calculated total energy ... -6306.8235 eV
Frontier orbital gap ... 11.26 eV
HOMO energy ... -0.56664 Ha

```
! wB97M-V def2-TZVPD RIJCOSX def2/J DEFGRID3
* xyz 1 1
O 0.38187 -2.41955 -0.52956
H 0.35021 2.51357 -0.05502
H -0.17896 -3.20348 -0.61693
H 1.24037 -2.78978 -0.78130
C 0.26259 0.36371 0.00434
O 0.92011 1.73372 0.03884
C -1.16772 0.53141 0.36177
H 0.84288 -0.23671 0.70497
H 0.39808 -0.04206 -0.96213
H 1.72383 1.91520 0.54847
H -1.70025 1.20815 -0.30938
H -1.42224 0.86347 1.36588
H -1.65077 -0.43765 0.23002
*
```


Record 2
Molecular formula: C2H9O2
Method: DFT, ωB97M-V/def2-TZVPD

Properties
Relative energy (zero: lowest compared OMol25 entry of this formula, charge and spin) ... 2.69 kcal/mol
Calculated total energy ... -6307.4702 eV
Frontier orbital gap ... 13.63 eV
HOMO energy ... -0.63249 Ha

```
! wB97M-V def2-TZVPD RIJCOSX def2/J DEFGRID3
* xyz 1 1
O 0.30094 -2.44593 -0.53218
H -0.48847 -1.32345 0.10808
H 0.00530 -3.21692 -1.02901
H 1.27101 -2.42808 -0.63952
C 0.31194 0.65247 0.58793
O -0.64746 -0.47428 0.66628
C -0.16241 1.78709 -0.28143
H 0.44123 1.02440 1.59878
H 1.22775 0.23650 0.16655
H -1.56137 -0.18203 0.78692
H -1.03068 2.31116 0.10617
H 0.66721 2.49618 -0.21772
H -0.33500 1.56289 -1.32083
*
```


Record 3
Molecular formula: C2H9O3
Method: DFT, ωB97M-V/def2-TZVPD

Properties
Relative energy (zero: lowest compared OMol25 entry of this formula, charge and spin) ... 26.69 kcal/mol
Calculated total energy ... -8362.1680 eV
Frontier orbital gap ... 7.95 eV
HOMO energy ... -0.13535 Ha

```
! wB97M-V def2-TZVPD RIJCOSX def2/J DEFGRID3
* xyz -1 1
C -1.09917 -1.00833 -0.22426
O -0.54357 -0.84670 1.15000
C -0.08767 -1.64884 -1.31695
H -1.48429 -0.06036 -0.65221
H -1.94656 -1.78464 -0.11348
H 0.79698 -1.06267 -1.14541
H -0.33563 -1.58776 -2.42648
H 0.20925 -2.64726 -1.06300
H 0.87039 2.96792 0.97044
H -0.42431 3.12631 1.62921
O 0.11005 3.60274 1.00624
H 2.13447 0.44662 1.06369
H 0.20774 -0.17081 0.89237
O 1.59233 0.67379 0.22981
*
```


Record 4
Molecular formula: C2H9O5P
Method: DFT, ωB97M-V/def2-TZVPD

Properties
Relative energy (zero: lowest compared OMol25 entry of this formula, charge and spin) ... 13.04 kcal/mol
Calculated total energy ... -21748.5915 eV
Frontier orbital gap ... 11.29 eV
HOMO energy ... -0.39637 Ha
SMILES ... COP(=O)(O)OC.O

```
! wB97M-V def2-TZVPD RIJCOSX def2/J DEFGRID3
* xyz 0 1
O -1.04898 0.98026 0.11808
O 0.83972 2.49559 -0.93675
O 1.03343 -0.03680 -1.06469
O 1.43796 0.99347 0.98982
C 0.47865 -1.32941 -1.09062
C 1.11087 0.29991 2.19187
P 0.38629 1.12914 -0.21711
H 1.77419 2.32609 -1.23351
H 1.21925 -2.11114 -1.32942
H -0.26641 -1.29071 -1.90302
H -0.03538 -1.60589 -0.15470
H 1.95895 0.23244 2.89388
H 0.72960 -0.71752 2.00193
H 0.30984 0.89338 2.66384
O -3.42909 -0.99367 -1.27425
H -3.84289 -0.88015 -0.38874
H -2.65601 -0.38495 -1.26666
*
```


Record 5
Molecular formula: C2H9OS
Method: DFT, ωB97M-V/def2-TZVPD

Properties
Relative energy (zero: lowest compared OMol25 entry of this formula, charge and spin) ... 3.89 kcal/mol
Calculated total energy ... -15095.3484 eV
Frontier orbital gap ... 12.69 eV
HOMO energy ... -0.58711 Ha

```
! wB97M-V def2-TZVPD RIJCOSX def2/J DEFGRID3
* xyz 1 1
O -1.31041 -0.02821 1.96851
H -2.00557 0.60676 2.03354
H -1.47223 -0.63794 2.71082
H -0.55918 -0.70001 0.59303
C -0.45768 -0.29698 -1.84443
S 0.52849 -0.49653 -0.31246
C 1.16196 1.16938 0.14692
H -0.65566 -1.29634 -2.20313
H -1.33413 0.27813 -1.56597
H 0.12871 0.27378 -2.55789
H 1.06838 1.36153 1.20844
H 0.53693 1.90129 -0.36622
H 2.18733 1.22659 -0.19976
*
```


Record 6
Molecular formula: C2HAgNaO3
Method: DFT, ωB97M-V/def2-TZVPD

Properties
Expectation value of S² ... 0.760
Relative energy (zero: lowest compared OMol25 entry of this formula, charge and spin) ... 43.03 kcal/mol
Calculated total energy ... -16643.9209 eV
Frontier orbital gap (spin up / spin down) ... 3.75 / 6.44 eV
HOMO energy (spin up / spin down) ... -0.19334 / -0.29209 Ha

```
! wB97M-V def2-TZVPD RIJCOSX def2/J DEFGRID3
* xyz 0 2
C -1.30546 0.70514 0.56436
H -2.23818 0.71358 -0.03733
O -0.35473 0.38440 -0.48081
C 0.95919 0.15094 -0.17695
O 1.19602 -0.38383 0.92800
O 1.61509 -0.10213 -1.23184
Ag 0.30153 -1.70054 -2.18224
Na -0.17346 0.23243 2.61680
*
```


Record 7
Molecular formula: C2HAgO4
Method: DFT, ωB97M-V/def2-TZVPD

Properties
Expectation value of S² ... 2.015
Calculated total energy ... -14265.8710 eV
Frontier orbital gap (spin up / spin down) ... 4.75 / 6.61 eV
HOMO energy (spin up / spin down) ... -0.23689 / -0.30553 Ha

```
! wB97M-V def2-TZVPD RIJCOSX def2/J DEFGRID3
* xyz 0 3
O -0.96528 1.93088 0.32010
O 1.64892 -1.86058 0.27035
O -0.62909 0.59047 0.69335
O 0.77966 -2.70685 -0.46832
C 1.29031 -0.69744 0.33644
C 0.32168 0.12717 -0.09657
H 0.48140 0.62185 -1.06250
Ag -2.92760 1.99452 0.00716
*
```


Record 8
Molecular formula: C2HBr2FO
Method: DFT, ωB97M-V/def2-TZVPD

Properties
Relative energy (zero: lowest compared OMol25 entry of this formula, charge and spin) ... 0.58 kcal/mol
Calculated total energy ... -146939.4841 eV
Frontier orbital gap ... 10.59 eV
HOMO energy ... -0.39841 Ha

```
! wB97M-V def2-TZVPD RIJCOSX def2/J DEFGRID3
* xyz 0 1
C 0.07773 -0.34102 -1.76273
C 0.60688 -0.30190 -0.23734
O 0.63781 -0.59633 -2.75672
F -1.28955 -0.08952 -1.77605
Br 2.07885 1.06298 -0.10674
Br 1.32880 -2.07418 0.04486
H -0.23136 -0.10705 0.60443
*
```


Record 9
Molecular formula: C2HBr2NO
Method: DFT, ωB97M-V/def2-TZVPD

Properties
Relative energy (zero: lowest compared OMol25 entry of this formula, charge and spin) ... 47.56 kcal/mol
Calculated total energy ... -145709.4680 eV
Frontier orbital gap ... 8.00 eV
HOMO energy ... -0.34380 Ha

```
! wB97M-V def2-TZVPD RIJCOSX def2/J DEFGRID3
* xyz 0 1
C -0.50303 -1.58065 -0.08745
C 3.61481 -1.03596 -0.41312
N -0.46327 -0.42797 -0.38753
O -0.57116 -2.72842 0.00201
Br 2.74967 -0.21485 0.99334
Br 3.32524 -0.22396 -2.03810
H -0.26845 0.42781 0.08295
*
```


Record 10
Molecular formula: C2HBrClFO
Method: DFT, ωB97M-V/def2-TZVPD

Properties
Relative energy (zero: lowest compared OMol25 entry of this formula, charge and spin) ... 15.89 kcal/mol
Calculated total energy ... -89418.3511 eV
Frontier orbital gap ... 8.51 eV
HOMO energy ... -0.34774 Ha
SMILES ... O=C=C(Cl)Br.F

```
! wB97M-V def2-TZVPD RIJCOSX def2/J DEFGRID3
* xyz 0 1
C -1.80701 -1.70886 -1.58979
C -2.01955 -2.58611 -0.65675
O -1.60961 -0.73827 -2.22589
F -0.10475 0.22443 0.07403
Cl -2.91355 -1.97801 0.71859
Br -1.45619 -4.35761 -0.61879
H -0.68851 0.26080 -0.62550
*
```


Record 11
Molecular formula: C2HBrFOS2
Method: DFT, ωB97M-V/def2-TZVPD

Properties
Relative energy (zero: lowest compared OMol25 entry of this formula, charge and spin) ... 14.79 kcal/mol
Calculated total energy ... -98568.6932 eV
Frontier orbital gap ... 7.78 eV
HOMO energy ... -0.17585 Ha

```
! wB97M-V def2-TZVPD RIJCOSX def2/J DEFGRID3
* xyz -1 1
C -0.79053 -1.08373 -0.00956
C -0.14179 0.00761 -0.37450
O -1.33086 -2.10200 0.27492
F -1.70827 1.50558 0.69387
S 0.29685 0.41975 -2.09338
S 0.05777 0.79992 1.09203
Br 2.17020 -0.26069 2.13771
H 1.44661 0.71356 -1.72109
*
```


Record 12
Molecular formula: C2HBrIN
Method: DFT, ωB97M-V/def2-TZVPD

Properties
Relative energy (zero: lowest compared OMol25 entry of this formula, charge and spin) ... 38.07 kcal/mol
Calculated total energy ... -81720.6249 eV
Frontier orbital gap (spin up / spin down) ... 8.79 / 5.74 eV
HOMO energy (spin up / spin down) ... -0.38778 / -0.34125 Ha

```
! wB97M-V def2-TZVPD RIJCOSX def2/J DEFGRID3
* xyz 0 1
C 1.00364 -0.19784 -0.91314
C 0.54724 0.07024 0.34699
N 1.41323 -0.42744 -1.97103
Br 0.24497 1.80114 0.91483
I -3.53108 -0.53654 0.56810
H 0.32200 -0.70956 1.05424
*
```


Record 13
Molecular formula: C2HBrO3
Method: DFT, ωB97M-V/def2-TZVPD

Properties
Relative energy (zero: lowest compared OMol25 entry of this formula, charge and spin) ... 7.35 kcal/mol
Calculated total energy ... -78275.1358 eV
Frontier orbital gap ... 11.19 eV
HOMO energy ... -0.39526 Ha
SMILES ... O=C=O.O=CBr

```
! wB97M-V def2-TZVPD RIJCOSX def2/J DEFGRID3
* xyz 0 1
C -1.66904 -0.11811 -1.15690
C 1.27545 0.28371 0.73884
O -2.79619 -0.20886 -1.10099
O 0.95926 1.23437 1.36818
O -0.51454 -0.15014 -1.07832
Br 0.89619 -1.54143 1.32290
H 1.84887 0.50046 -0.09371
*
```


Record 14
Molecular formula: C2HCaLiO2
Method: DFT, ωB97M-V/def2-TZVPD

Properties
Relative energy (zero: lowest compared OMol25 entry of this formula, charge and spin) ... 79.64 kcal/mol
Calculated total energy ... -24807.6030 eV
Frontier orbital gap (spin up / spin down) ... 7.04 / 6.75 eV
HOMO energy (spin up / spin down) ... -0.61931 / -0.57675 Ha

```
! wB97M-V def2-TZVPD RIJCOSX def2/J DEFGRID3
* xyz 2 1
O -1.20548 0.71811 0.64239
C -0.70450 1.26147 -0.26939
Ca 0.21266 -0.05431 2.46201
Li -0.44416 -1.85315 0.68084
H -0.15522 2.05766 -0.72627
C 0.69530 -0.98169 -1.06045
O 1.60140 -1.14809 -1.72913
*
```


Record 15
Molecular formula: C2HCdFO2
Method: DFT, ωB97M-V/def2-TZVPD

Properties
Expectation value of S² ... 0.754
Relative energy (zero: lowest compared OMol25 entry of this formula, charge and spin) ... 0.00 kcal/mol
Calculated total energy ... -13456.2704 eV
Frontier orbital gap (spin up / spin down) ... 8.93 / 9.16 eV
HOMO energy (spin up / spin down) ... -0.53087 / -0.58745 Ha

```
! wB97M-V def2-TZVPD RIJCOSX def2/J DEFGRID3
* xyz 1 2
H -0.52251 1.27285 3.23084
C 1.12536 -0.57225 -0.83005
C -0.22286 -0.27796 -1.03649
O -0.95579 0.20469 -0.17400
O 2.21873 -0.84036 -0.63489
F -0.64811 -0.59338 -2.24047
Cd -0.99483 0.80641 1.68506
*
```


Record 16
Molecular formula: C2HCdLiO2
Method: DFT, ωB97M-V/def2-TZVPD

Properties
Expectation value of S² ... 0.759
Calculated total energy ... -10944.0105 eV
Frontier orbital gap (spin up / spin down) ... 7.73 / 7.74 eV
HOMO energy (spin up / spin down) ... -0.51654 / -0.51437 Ha

```
! wB97M-V def2-TZVPD RIJCOSX def2/J DEFGRID3
* xyz 1 2
O 1.01020 -1.64604 -1.59524
C 0.46656 -1.31429 -0.61499
C -0.14637 -0.85185 0.44478
H -0.24070 -1.53268 1.29880
Cd -1.40746 0.86377 0.35731
Li 1.40003 0.67122 1.37132
O 0.24424 1.79431 0.48710
*
```


Record 17
Molecular formula: C2HCl2F3N3O2PS
Method: DFT, ωB97M-V/def2-TZVPD

Properties
Relative energy (zero: lowest compared OMol25 entry of this formula, charge and spin) ... 35.01 kcal/mol
Calculated total energy ... -63975.8795 eV
Frontier orbital gap ... 9.60 eV
HOMO energy ... -0.36290 Ha

```
! wB97M-V def2-TZVPD RIJCOSX def2/J DEFGRID3
* xyz 0 1
C -0.31593 -0.18684 0.68803
C -0.65959 -0.72842 2.07199
N -0.35722 -0.90566 -0.30996
N 0.93003 -1.60974 -2.66868
N -0.06517 1.08881 0.75679
O -0.56816 2.83021 -1.06120
O 0.98968 0.97787 -1.53367
F 0.54026 -0.85419 2.73738
F -1.33411 0.10058 2.84097
F -1.16906 -1.97126 2.04591
P 0.16358 -0.56427 -1.85858
S 0.52549 2.18552 -0.49655
Cl -1.45516 0.01444 -2.81367
Cl 2.63743 -1.84435 -2.13578
H 0.13794 1.46729 1.73701
*
```


Record 18
Molecular formula: C2HCl2F3S
Method: DFT, ωB97M-V/def2-TZVPD

Properties
Relative energy (zero: lowest compared OMol25 entry of this formula, charge and spin) ... 8.93 kcal/mol
Calculated total energy ... -46122.2920 eV
Frontier orbital gap ... 8.74 eV
HOMO energy ... -0.37530 Ha
SMILES ... FC(F)(F)C(=S)Cl.Cl

```
! wB97M-V def2-TZVPD RIJCOSX def2/J DEFGRID3
* xyz 0 1
C -1.15778 0.93584 -0.04007
C -0.25924 -0.23109 0.40820
F -0.52010 2.08692 -0.37458
F -1.97537 0.63699 -1.03402
F -1.91616 1.14742 1.02961
S -0.88745 -1.69370 0.51952
Cl 3.11313 -1.33448 -1.24538
Cl 1.19097 0.39819 1.05829
H 2.41200 -1.94610 -0.32156
*
```


Record 19
Molecular formula: C2HCl2N2
Method: DFT, ωB97M-V/def2-TZVPD

Properties
Relative energy (zero: lowest compared OMol25 entry of this formula, charge and spin) ... 83.76 kcal/mol
Calculated total energy ... -30101.6455 eV
Frontier orbital gap (spin up / spin down) ... 6.92 / 6.93 eV
HOMO energy (spin up / spin down) ... -0.51979 / -0.51982 Ha

```
! wB97M-V def2-TZVPD RIJCOSX def2/J DEFGRID3
* xyz 1 1
C 0.82495 0.12693 -0.00732
C -1.20476 0.57495 -0.06486
N 1.62815 -2.09196 0.14562
N 1.22008 -1.04556 0.08481
Cl -1.64983 2.12221 -0.05615
Cl -2.13905 -0.75506 -0.14497
H 1.32046 1.06849 0.04287
*
```


Record 20
Molecular formula: C2HCl2O2P
Method: DFT, ωB97M-V/def2-TZVPD

Properties
Relative energy (zero: lowest compared OMol25 entry of this formula, charge and spin) ... 51.93 kcal/mol
Calculated total energy ... -40516.3222 eV
Frontier orbital gap (spin up / spin down) ... 7.62 / 7.62 eV
HOMO energy (spin up / spin down) ... -0.33121 / -0.33119 Ha

```
! wB97M-V def2-TZVPD RIJCOSX def2/J DEFGRID3
* xyz 0 1
C -0.51726 0.24550 -0.21377
C -0.76498 -0.59364 0.91597
O 0.01462 -0.75327 1.83772
O 2.69133 -0.68038 -1.13987
P 1.73503 0.27843 -1.58387
Cl -2.03628 0.94294 -0.81490
Cl 0.60122 1.59843 0.07419
H -1.72368 -1.03800 0.92453
*
```